This record from the OMol25 dataset describes an isolated molecule of C3H2N2O3 at a distorted geometry. The level of theory is the ωB97M-V functional and the def2-TZVPD basis.

Structure (XYZ):
```
10
Properties=species:S:1:pos:R:3
H -3.112 -0.134 0.369
N -2.197 0.476 0.566
C -1.191 -0.205 -0.098
N -0.764 -1.543 -0.347
O 0.751 -1.397 -0.266
C 1.212 -0.017 0.089
O 2.319 0.172 0.496
C -0.054 0.763 -0.086
O 0.062 1.988 -0.485
H -1.023 -1.747 0.710
```

Computed properties:
**Frontier orbital gap**: 8.539 eV
**E_tot**: -12260.6756 eV
**Total charge**: 0
**Energy above the lowest of the compared OMol25 structures with the same formula, charge and spin**: 145.4 kcal/mol
**SMILES string**: [H]/N=C1\NOC(=O)C1=O
**Strongest force on any atom**: 6.90 eV Å⁻¹

Calculated atomic charges, method Mulliken, unit e: number 1, H, carries 0.270; number 2, N, carries -0.519; number 3, C, carries 0.093; number 4, N, carries -0.239; number 5, O, carries -0.257; number 6, C, carries 0.527; number 7, O, carries -0.426; number 8, C, carries 0.627; number 9, O, carries -0.456; number 10, H, carries 0.379

---

This record from the OMol25 dataset describes a cluster of 2 separate species, ClH4N2P in total at a distorted geometry. The level of theory is the ωB97M-V functional and the def2-TZVPD basis.

Structure (XYZ):
```
8
Properties=species:S:1:pos:R:3
N -0.328 -1.555 1.030
N -0.004 1.574 -0.623
P 1.206 0.427 -0.949
Cl 0.485 -0.415 -2.516
H -0.404 -2.505 1.347
H -0.389 -0.982 1.872
H 0.313 2.234 0.103
H -0.879 1.223 -0.264
```

Computed properties:
**Frontier orbital gap (alpha / beta)**: 9.827 / 6.076 eV
**E_tot**: -24854.0338 eV
**Total charge**: 0
**Energy above the lowest of the compared OMol25 structures with the same formula, charge and spin**: 77.9 kcal/mol
**Strongest force on any atom**: 2.92 eV Å⁻¹

Calculated atomic charges, method Mulliken, unit e: number 1, N, carries -0.447; number 2, N, carries -0.533; number 3, P, carries 0.200; number 4, Cl, carries -0.162; number 5, H, carries 0.199; number 6, H, carries 0.214; number 7, H, carries 0.270; number 8, H, carries 0.259

---

This record from the OMol25 dataset describes a structure of composition C24H43AuBN6Si. The level of theory is the ωB97M-V functional and the def2-TZVPD basis.

Structure (XYZ):
```
76
Properties=species:S:1:pos:R:3
Au -0.043 -0.363 -0.140
C 0.226 3.169 -1.769
C 0.177 3.025 -0.282
C 0.173 4.012 0.716
C 0.119 3.332 1.917
C 0.085 3.864 3.311
N 0.097 2.011 1.634
N 0.132 1.831 0.287
B -0.036 0.780 2.560
N 1.196 -0.170 2.332
N 1.764 -0.241 1.080
C 3.039 -0.628 1.230
C 4.058 -0.552 0.141
C 3.280 -0.856 2.583
C 2.109 -0.545 3.246
C 1.830 -0.548 4.712
N -1.414 0.079 2.251
N -1.877 0.064 0.950
C -3.213 -0.061 0.993
C -4.087 0.121 -0.202
C -3.610 -0.161 2.322
C -2.462 -0.059 3.082
C -2.320 -0.033 4.568
H 0.270 4.219 -2.049
H -0.660 2.735 -2.237
H 1.106 2.675 -2.184
H 0.209 5.081 0.581
H 0.121 4.951 3.285
H 0.935 3.509 3.896
H -0.826 3.566 3.832
H -0.037 1.147 3.697
H 3.624 -0.186 -0.785
H 4.544 -1.509 -0.043
H 4.833 0.152 0.445
H 4.221 -1.125 3.035
H 2.716 -0.874 5.252
H 1.013 -1.230 4.951
H 1.551 0.443 5.071
H -3.496 0.332 -1.091
H -4.750 0.970 -0.031
H -4.714 -0.749 -0.388
H -4.621 -0.224 2.691
H -3.299 -0.137 5.030
H -1.872 0.897 4.914
H -1.690 -0.854 4.912
C 1.089 -3.296 1.104
Si 0.039 -2.814 -0.346
C 0.945 -3.037 -2.004
C 0.056 -2.779 -3.228
C 2.114 -2.057 -2.056
C 1.538 -4.455 -2.075
C -1.666 -3.606 -0.184
C -2.720 -2.903 -1.043
C -1.609 -5.085 -0.600
C -2.058 -3.559 1.300
H 1.078 -4.385 1.205
H 0.691 -2.870 2.027
H 2.122 -2.966 1.001
H -0.384 -1.776 -3.218
H -0.752 -3.501 -3.313
H 0.655 -2.861 -4.140
H 1.773 -1.018 -2.048
H 2.685 -2.203 -2.979
H 2.796 -2.202 -1.219
H 0.790 -5.230 -2.198
H 2.144 -4.698 -1.198
H 2.201 -4.501 -2.946
H -2.520 -2.999 -2.106
H -2.779 -1.846 -0.818
H -3.708 -3.343 -0.860
H -1.549 -5.207 -1.680
H -2.537 -5.564 -0.271
H -0.784 -5.634 -0.140
H -2.019 -2.555 1.721
H -1.411 -4.199 1.904
H -3.082 -3.928 1.416
```

Computed properties:
**Frontier orbital gap**: 6.806 eV
**E_tot**: -46769.4063 eV
**Total charge**: +1
**Energy above the lowest of the compared OMol25 structures with the same formula, charge and spin**: 17.7 kcal/mol
**Strongest force on any atom**: 0.60 eV Å⁻¹

Calculated atomic charges, method Mulliken, unit e: number 1, Au, carries 0.427; number 2, C, carries -1.373; number 3, C, carries 0.200; number 4, C, carries -1.173; number 5, C, carries 0.822; number 6, C, carries -1.352; number 7, N, carries 1.025; number 8, N, carries -0.122; number 9, B, carries -0.133; number 10, N, carries 1.369; number 11, N, carries -0.414; number 12, C, carries 0.450; number 13, C, carries -1.799; number 14, C, carries -1.205; number 15, C, carries 0.576; number 16, C, carries -1.403; number 17, N, carries 1.402; number 18, N, carries -0.541; number 19, C, carries 0.616; number 20, C, carries -1.685; number 21, C, carries -1.476; number 22, C, carries 0.613; number 23, C, carries -1.414; number 24, H, carries 0.391; number 25, H, carries 0.254; number 26, H, carries 0.270; number 27, H, carries 0.486; number 28, H, carries 0.390; number 29, H, carries 0.268; number 30, H, carries 0.255; number 31, H, carries -0.308; number 32, H, carries 0.331; number 33, H, carries 0.352; number 34, H, carries 0.447; number 35, H, carries 0.538; number 36, H, carries 0.446; number 37, H, carries 0.203; number 38, H, carries 0.225; number 39, H, carries 0.304; number 40, H, carries 0.442; number 41, H, carries 0.332; number 42, H, carries 0.543; number 43, H, carries 0.444; number 44, H, carries 0.208; number 45, H, carries 0.232; number 46, C, carries -1.193; number 47, Si, carries -0.215; number 48, C, carries 2.306; number 49, C, carries -1.859; number 50, C, carries -1.781; number 51, C, carries -1.823; number 52, C, carries 2.527; number 53, C, carries -1.518; number 54, C, carries -1.930; number 55, C, carries -1.934; number 56, H, carries 0.578; number 57, H, carries 0.233; number 58, H, carries 0.366; number 59, H, carries 0.273; number 60, H, carries 0.361; number 61, H, carries 0.509; number 62, H, carries 0.275; number 63, H, carries 0.597; number 64, H, carries 0.265; number 65, H, carries 0.357; number 66, H, carries 0.343; number 67, H, carries 0.524; number 68, H, carries 0.242; number 69, H, carries -0.007; number 70, H, carries 0.597; number 71, H, carries 0.346; number 72, H, carries 0.521; number 73, H, carries 0.360; number 74, H, carries 0.308; number 75, H, carries 0.373; number 76, H, carries 0.539

---

Q: Which value of strongest force on any atom does entry 1 give?
A: 6.90 eV Å⁻¹

---

Q: Among the records above, which one has the lowest E_tot?
A: C24H43AuBN6Si